C5H12N | ωB97M-V/def2-TZVPD

The LUMO energy is -4.59 eV. As for the relative energy (zero: lowest compared OMol25 entry of this formula, charge and spin): 2.183 eV. As for the HOMO-LUMO gap: 9.07 eV. The HOMO energy comes out at -0.5021 Ha. The total energy is -252.15089 hartree. Its largest force on an atom is 4.57 eV Å⁻¹.

Structure (ORCA input):
```
! wB97M-V def2-TZVPD RIJCOSX def2/J DEFGRID3
* xyz 1 1
C -2.969 -1.187 0.662
C -2.368 -0.033 0.873
C 2.700 0.886 -0.983
C 0.475 -0.452 -0.993
C 1.590 0.319 -0.291
N 1.471 0.459 0.978
H -2.754 -2.151 1.147
H -3.742 -1.173 -0.080
H -2.488 0.834 0.351
H 3.116 0.318 -1.749
H 3.469 0.916 -0.192
H 2.325 1.919 -1.411
H 0.707 -0.685 -2.068
H -0.551 -0.036 -0.806
H 0.426 -1.472 -0.569
H -1.564 -0.186 1.609
H 0.685 -0.027 1.529
H 2.004 1.148 1.464
*
```